This record from the OMol25 dataset describes a structure of composition C25H45LuNP2Se. The level of theory is the ωB97M-V functional and the def2-TZVPD basis.

```
75
Properties=species:S:1:pos:R:3
H 4.2975 1.6550 -0.3079
H 1.7417 2.8060 2.2506
H -3.2424 -2.0872 0.1332
H 3.4264 2.5914 1.7299
H 2.2190 -2.7875 2.4968
H 2.5698 1.2411 2.5119
C -0.0191 -2.9298 -2.3035
H 3.4921 -1.9905 0.0458
C 1.3427 -1.9383 -0.2860
H -3.2602 3.1938 1.0352
H 0.5482 -1.6963 -5.8339
H -1.1792 0.6197 -5.8299
Lu -0.0002 -0.0194 -0.1822
H -3.5481 -0.5050 1.6163
H 2.2351 3.3753 -1.4932
C 1.6435 -0.4250 -4.4528
H -0.8675 -2.6583 -2.9533
H -4.0172 1.1744 1.9403
H -3.4001 1.6300 -1.7301
H 0.8877 -2.9654 -2.9133
H -2.6008 0.4899 2.7355
H -1.5533 3.1815 1.5607
H 3.0837 0.9050 -3.6251
H 1.4147 -1.3993 3.1952
H 3.0816 -2.2505 -1.6528
H 0.9072 3.7414 -0.3441
C 2.4544 2.0935 1.8429
C -3.1674 0.5054 1.8005
Se -0.6465 -0.2276 5.0787
C -2.2371 2.9300 0.7389
H -4.4911 1.4567 -0.3320
H -2.5415 -3.5840 -0.4936
H 3.7141 0.0530 -0.8490
H 0.3842 3.5410 -3.9953
H 2.1406 -1.3246 -4.0430
C 3.6259 0.8222 -0.0784
C -1.3345 -2.3157 2.3362
H -3.8205 0.0076 -1.1237
P -2.3357 1.1991 0.3812
H -0.2477 2.0340 -2.3795
C 2.1541 0.7931 -4.2082
C -2.4557 -2.4774 -0.5380
H -0.3870 2.6406 -5.2978
P 2.0552 1.6425 0.1694
C 1.6727 2.0317 -4.9129
C 1.8752 -1.7688 2.2619
H 2.7419 -3.4988 -0.4529
H -1.1977 -1.4130 3.1883
C 1.9136 3.2960 -0.4525
H 0.8732 -0.0847 -6.4130
H -0.2178 -3.9708 -1.9831
C -1.0537 -2.0609 -0.1767
N -0.2656 0.1347 2.1411
H -1.5720 -0.9699 -5.1817
H 1.6022 1.8292 -5.9945
H 3.9659 0.3632 0.8679
C -0.4577 -0.1484 3.3039
C -0.3413 1.6224 -3.4006
C 0.5792 -0.6419 -5.5067
C -0.5153 -1.9813 1.1634
C 2.7161 -2.4043 -0.6229
C 0.0903 -2.1134 -1.0933
H 2.6003 3.8883 0.1669
H -1.3194 -0.2835 -2.9845
C -0.8418 -0.1391 -5.1015
H -0.9364 -3.1357 2.9333
H -2.7635 -2.1915 -1.5644
C 0.9531 -1.8561 1.0839
H 2.4323 2.8273 -4.8227
H -1.9592 3.5261 -0.1404
C -0.8710 0.4238 -3.7085
C 0.2780 2.5271 -4.4261
H 2.7787 -1.1466 2.1211
C -3.6056 1.0441 -0.8300
H -2.4251 -2.2433 2.2669
```

Its net charge is +1. The energy relative to the best compared isomer or geometry (same formula, charge and spin) is 5.0 kcal per mole. The calculated total energy comes out at -145681.0553 eV. The HOMO energy comes out at -9.819 eV.

---

This record from the OMol25 dataset describes an isolated molecule of C15H17NO3. The level of theory is the ωB97M-V functional and the def2-TZVPD basis.

```
36
Properties=species:S:1:pos:R:3
H 1.7596 0.8348 -1.8603
H -2.8690 0.2191 -2.9082
H 3.0699 -0.7134 3.3775
H 2.0834 1.2693 2.6768
C -1.8594 -1.6910 -2.7482
H 1.8586 -1.1873 1.0821
C -0.4976 1.0323 -1.6022
C -3.0080 -0.3493 1.5424
C -2.5661 -0.2646 -0.8207
N 2.7437 -1.4866 1.4696
O -0.8660 1.4309 -2.6891
H 3.3715 -1.7480 0.7236
O -1.4493 -1.4151 -4.0764
H -0.9822 -1.6096 -2.0884
C 3.3472 -0.4679 2.3454
C 1.2634 1.3232 0.0902
H -3.9162 -1.0530 -2.3009
H 4.4318 -0.6010 2.2687
H 3.2627 2.2199 0.2970
C -1.8946 0.3995 1.8349
C -2.8990 -0.6508 -2.2512
C 0.1221 1.6324 1.0355
H -3.6621 -0.6995 2.3350
O 0.1852 2.4783 1.9046
H -2.2635 -2.7038 -2.6085
C -3.3300 -0.6760 0.2509
H 3.7652 1.6305 2.3688
C -1.4492 0.5089 -0.5353
H -4.2179 -1.2731 0.0597
H 3.1952 0.5039 -0.0381
C 0.9445 1.0557 -1.1728
H -0.5456 -1.7231 -4.1781
C 2.9289 0.9985 2.0435
C -1.1311 0.8204 0.7754
C 2.7160 1.3039 0.5386
H -1.6419 0.6512 2.8583
```

The SMILES is NCCCC1=CC(=O)c2c(CCO)cccc2C1=O. The energy relative to the best compared isomer or geometry (same formula, charge and spin) is 26.0 kcal per mole. The calculated total energy comes out at -23462.2158 eV. The HOMO energy comes out at -9.346 eV.

---

This record from the OMol25 dataset describes a cluster of 7 separate species, C29H78FN8O9P in total. The level of theory is the ωB97M-V functional and the def2-TZVPD basis.

```
126
Properties=species:S:1:pos:R:3
H -5.2900 -3.8613 -5.0349
H 3.4907 6.7415 5.7739
H -3.0691 -2.2317 -7.3350
C 2.9046 6.0648 5.1426
H 2.1179 -2.8425 2.8755
H 5.2340 3.2019 -2.7331
H -6.4568 3.3843 -5.7450
H 0.3637 -0.8136 4.2005
C 5.0139 3.7167 -1.7956
H 2.6918 5.6378 1.8040
O -5.1916 3.6271 -4.1293
C 3.9790 -1.1005 2.1374
H 3.1587 4.5154 6.4420
H -1.6616 -2.3950 2.6025
H 8.9002 2.1788 -2.8037
C 7.9863 2.6438 -2.4270
H 1.9906 4.2759 5.3716
C 0.3312 -1.6355 3.4088
H 5.0895 1.0264 0.1489
H -3.6688 0.6085 -4.2308
C 3.8520 5.5166 4.0551
H 5.4923 1.0636 -1.4013
H 3.9371 3.9079 -1.7841
H -0.1886 0.1823 -2.8942
C -0.5324 -0.5190 -2.1283
C -1.7623 -0.1363 2.6707
H 0.4498 -1.7363 -4.8980
O 5.2377 -0.6930 2.7589
C -0.9592 -1.5020 2.4221
C 5.4195 2.9045 -0.5689
C -4.7346 -3.0496 -5.5206
H 0.9553 6.2413 4.1541
H 8.1483 3.7239 -2.3661
H 2.4977 -2.2197 -2.1436
H -2.1525 -6.5018 7.1668
N -3.2645 2.1070 -5.6279
H 4.1595 6.3031 3.3554
N 4.9060 1.5368 -0.7129
H -2.9928 -3.9484 6.0419
C 6.9385 2.9148 -0.2962
C 0.1885 -2.6767 -4.4049
H -2.4835 2.4522 -5.0726
H -0.6676 -1.5307 1.3118
H -5.0178 -3.9837 -8.2437
H -5.7274 1.4523 -6.3189
N 2.3775 4.9885 5.9910
H -6.1385 -4.5753 -6.9716
H -2.5323 1.3169 1.6014
C -6.4982 3.6214 -4.6808
C -3.2456 -3.4097 -5.7010
C -3.0203 -4.7720 -6.3507
H -1.0570 0.5950 3.1927
H -1.9863 -5.0958 -6.2029
H 0.8777 -2.8825 -0.2688
O 3.9948 -1.6311 1.0215
H 0.1454 -2.6160 3.9880
H -6.6585 -3.3528 -8.1462
H -0.2123 -3.0741 8.6037
C 1.7362 6.8722 4.5841
H -0.1875 -1.7227 7.4559
C -4.7491 2.3628 -3.6457
H 1.4183 4.7392 2.6956
H -7.1624 2.9268 -4.1586
O 3.3466 4.3864 3.3505
C 0.6326 -1.3273 -1.5637
H 4.9298 3.3644 0.2983
C -5.8135 -3.7061 -7.5507
C -0.7497 -4.9004 6.9363
H -2.7805 -5.3185 5.2387
N 0.0987 -2.4086 -0.7237
H 1.9013 -1.0805 -3.3384
H -3.0619 -3.9534 8.5741
H -4.8962 -0.0827 -6.1370
H -1.0082 0.0646 -1.3347
H 0.9709 1.1235 2.8885
N 2.7730 -0.8186 2.9437
P 2.3369 0.8478 2.5494
C 1.7041 -1.8043 2.5860
H 2.4764 3.8939 1.5709
O -5.3880 -2.6390 -6.7190
O -2.2082 0.4059 1.3996
H -0.8328 -2.6380 -4.0230
H 1.2129 -0.6520 -0.9245
C 1.5890 -1.8702 -2.6447
H -3.9274 2.5848 -2.9567
H 4.7644 5.1682 4.5503
H -5.5330 1.8805 -3.0489
H -2.6023 -1.4965 -5.9894
N -3.1063 -4.9582 6.1340
C -4.2070 1.4176 -4.7379
H 5.5219 4.6856 -1.8109
F 5.6668 -1.8598 3.3656
N -2.5345 -2.3873 -6.4800
H -3.7223 2.9587 -5.9535
H -0.2822 -3.1202 -1.3484
H 1.2676 7.4594 5.3786
H -0.3540 -5.4318 6.0644
C 2.4370 4.7002 2.3063
H -1.7396 -2.3829 7.9608
H -2.6612 -0.2726 3.3791
C -2.7493 -4.9994 8.5443
H -3.1971 -4.7593 -7.4284
H -2.0141 -5.1585 9.3384
C -0.7065 -2.6450 7.7275
H 7.1870 2.4160 -3.1339
H 3.2049 1.7114 3.3089
O 7.6964 2.0754 -1.1606
H -4.7911 -2.1885 -4.8461
H 7.3409 3.9356 -0.2971
C -5.3005 0.7684 -5.5822
H 0.2311 -3.4776 -5.1463
O 1.0893 -2.9981 -3.3575
H 2.0742 7.5700 3.8126
H -0.0858 -5.1425 7.7751
H 7.1006 2.5185 0.7117
H 3.2374 1.9823 0.9927
N 2.5258 1.2265 0.9941
C -2.1856 -5.4070 7.1860
H -3.6712 -5.5311 -5.9072
H -1.3095 -1.1494 -2.5675
H -2.7977 -3.4519 -4.7021
H -6.1135 0.3956 -4.9521
H 1.5008 -1.8785 1.4558
H -6.9088 4.6292 -4.5847
O -0.6632 -3.5168 6.6096
H -3.6306 -5.6005 8.7843
```

The SMILES is N=[PH2]N(CCCCO)C(=O)OF.COC[C@@H](C)N.COC[C@@H](C)N.COC[C@@H](C)N.COC[C@@H](C)N.COC[C@@H](C)N.COC[C@@H](C)N. The calculated total energy comes out at -73682.5078 eV. The HOMO energy comes out at -8.716 eV.

---

This record from the OMol25 dataset describes a structure of composition C53H43CoN5OP2. The level of theory is the ωB97M-V functional and the def2-TZVPD basis.

```
105
Properties=species:S:1:pos:R:3
H -6.3710 -0.3946 -2.0893
C -4.6904 2.7869 1.3457
C -1.2787 3.4903 -0.0818
N 3.3877 0.2190 -1.7597
H 2.1401 -0.2635 4.2329
N -2.3981 1.4673 0.5394
C 3.2407 1.2837 1.7954
H -1.8469 -0.3757 3.0893
O -0.1429 -1.6699 0.5847
C 2.9648 4.0468 2.0575
C -0.3138 -5.4966 2.3399
H -2.1466 0.1233 -4.6114
C 1.6947 2.2610 -1.1530
H 1.9259 -1.0544 -1.1119
C -0.2534 2.3655 4.3353
H 5.7763 0.9018 -2.7593
Co -0.5755 0.8138 -0.1518
H -5.5880 3.3055 1.6585
C -4.6110 1.4174 1.4272
H 0.8708 3.6821 2.2903
C -4.2786 0.2695 -4.6653
C -3.4383 0.7936 1.0099
H 3.3567 0.2111 1.7084
C 1.9796 1.8414 2.0497
C -1.6604 0.4949 3.7119
C -5.4435 -0.2583 -2.6316
C -5.4662 0.1380 -3.9638
H -6.4102 0.3335 -4.4547
H -1.1729 -5.0760 2.8658
H 2.7870 4.7101 -1.6294
C 1.2112 -2.1011 -4.6136
C 5.5415 3.0349 -2.7047
H -3.3256 -0.2830 1.0703
H 5.0875 4.1214 1.7654
H -0.8960 3.4705 6.0512
H 6.5244 3.2216 -3.1183
C 1.4755 -5.1332 0.6121
C 0.1582 0.3444 -3.8280
H 5.3272 1.6695 1.5247
C -2.2520 1.8719 5.5861
C 4.7062 4.1129 -2.3827
H 0.0001 -2.9584 -3.0629
N -0.3265 2.7286 -0.4516
H 1.6168 -3.0565 -4.9228
H 5.0526 5.1259 -2.5427
C 5.1284 1.7348 -2.5091
H -3.0107 -5.3532 -1.8113
H 2.8623 5.1189 2.1660
H 1.1283 -6.0016 0.0496
C 1.0358 -0.8870 2.4918
N 0.8502 3.2437 -0.9052
H 0.4147 -5.8240 3.0799
H -3.3830 0.1603 4.9373
C 4.2141 3.4842 1.8319
C -0.7243 -4.0269 0.3418
H -4.2351 -0.8445 -0.9767
C -0.5252 1.2852 3.4931
C 1.8466 3.2322 2.1432
C 1.5785 -0.9424 -5.2806
H 1.8583 -4.4599 3.5873
C -0.8276 -2.7125 -0.0710
C 4.3497 2.1038 1.6928
C -1.1178 2.6479 5.3835
H 3.9798 -0.5654 -2.0003
H -3.6171 4.5823 0.7572
C 3.0065 2.5739 -1.6682
C -4.2332 -0.4969 -2.0032
C -2.4782 2.8146 0.4590
C 0.3004 -2.0445 -3.5608
C 1.6210 -3.4533 3.2673
H -0.2585 1.3037 -3.5344
H -1.1931 4.5715 -0.1704
H 1.9309 -4.4295 -0.0898
P 0.5301 0.7944 2.1293
C 1.8017 -1.1035 3.6366
H -0.6360 -6.3929 1.8125
C 2.1140 -2.3928 4.0108
C -1.5367 -4.9577 -0.3074
H 1.3198 1.1902 -5.4208
H -2.9241 2.1050 6.4016
H 2.7190 -2.5753 4.8892
C 1.0489 0.2856 -4.8886
C -2.5173 0.7849 4.7561
C 0.5780 -1.9711 1.7424
H 2.2609 -0.9944 -6.1206
H -1.4948 -5.9958 -0.0026
P -1.4709 -0.6795 -1.8366
C -3.5949 3.5030 0.8485
H -3.0384 -3.0123 -2.6179
H -4.2922 0.5507 -5.7104
C 0.8277 -3.2756 2.1350
C -3.0311 -0.3514 -2.6999
C -2.4147 -3.2945 -1.7786
C 3.8598 1.5171 -1.9865
C 0.3015 -4.4786 1.3685
H -5.4357 0.8276 1.8059
C 3.4496 3.8899 -1.8715
C -2.3902 -4.6047 -1.3370
C 2.2047 -0.0167 -1.2605
N 1.3422 0.9313 -0.9360
C -0.2243 -0.8210 -3.1565
C -1.6209 -2.3373 -1.1531
H 0.6410 2.9621 4.2114
H 2.2438 -5.4662 1.3129
C -3.0612 0.0275 -4.0383
```

As for the spin multiplicity: 5. Its net charge is +3. The calculated total energy comes out at -121339.9188 eV. The HOMO energy (alpha / beta) comes out at -15.524 / -15.759 eV.

---

This record from the OMol25 dataset describes an isolated molecule of C6H11P. The level of theory is the ωB97M-V functional and the def2-TZVPD basis.

```
18
Properties=species:S:1:pos:R:3
H -1.6688 -1.7319 1.1647
C -0.6258 0.0759 1.0673
C 0.3840 -1.2806 -1.0771
H 0.9617 2.2001 -1.4069
H -0.8094 1.5063 -1.4664
H -0.1407 0.0093 2.0283
C -1.4901 -1.0664 0.3990
C 0.0543 1.7904 -0.6955
H -0.2194 2.5911 0.0448
H -1.0745 -2.8186 -0.9740
H 2.6115 -0.0985 1.6323
C 0.4500 0.5186 0.1260
P 2.0548 0.9516 0.8215
H 1.0235 -1.7413 -1.7099
C -0.7469 -1.8248 -0.6710
H -2.4106 -0.6344 -0.1301
H 2.9905 0.6297 -0.2050
H -1.3441 0.9235 1.0518
```

As for the spin multiplicity: 3. The energy relative to the best compared isomer or geometry (same formula, charge and spin) is 65.5 kcal per mole. The calculated total energy comes out at -15681.1240 eV. The HOMO energy (alpha / beta) comes out at -5.333 / -9.330 eV.

---

Copy entry 2 word for word.
This record from the OMol25 dataset describes an isolated molecule of C15H17NO3. The level of theory is the ωB97M-V functional and the def2-TZVPD basis.

```
36
Properties=species:S:1:pos:R:3
H 1.7596 0.8348 -1.8603
H -2.8690 0.2191 -2.9082
H 3.0699 -0.7134 3.3775
H 2.0834 1.2693 2.6768
C -1.8594 -1.6910 -2.7482
H 1.8586 -1.1873 1.0821
C -0.4976 1.0323 -1.6022
C -3.0080 -0.3493 1.5424
C -2.5661 -0.2646 -0.8207
N 2.7437 -1.4866 1.4696
O -0.8660 1.4309 -2.6891
H 3.3715 -1.7480 0.7236
O -1.4493 -1.4151 -4.0764
H -0.9822 -1.6096 -2.0884
C 3.3472 -0.4679 2.3454
C 1.2634 1.3232 0.0902
H -3.9162 -1.0530 -2.3009
H 4.4318 -0.6010 2.2687
H 3.2627 2.2199 0.2970
C -1.8946 0.3995 1.8349
C -2.8990 -0.6508 -2.2512
C 0.1221 1.6324 1.0355
H -3.6621 -0.6995 2.3350
O 0.1852 2.4783 1.9046
H -2.2635 -2.7038 -2.6085
C -3.3300 -0.6760 0.2509
H 3.7652 1.6305 2.3688
C -1.4492 0.5089 -0.5353
H -4.2179 -1.2731 0.0597
H 3.1952 0.5039 -0.0381
C 0.9445 1.0557 -1.1728
H -0.5456 -1.7231 -4.1781
C 2.9289 0.9985 2.0435
C -1.1311 0.8204 0.7754
C 2.7160 1.3039 0.5386
H -1.6419 0.6512 2.8583
```

The SMILES is NCCCC1=CC(=O)c2c(CCO)cccc2C1=O. The energy relative to the best compared isomer or geometry (same formula, charge and spin) is 26.0 kcal per mole. The calculated total energy comes out at -23462.2158 eV. The HOMO energy comes out at -9.346 eV.

---

Q: Among the records above, which one has the lowest calculated total energy?
A: C25H45LuNP2Se

---

Q: Which value of calculated total energy does entry 4 give?
A: -121339.9188 eV